# 1
# C4H6O3Rb

C4H6O3Rb as an isolated structure at a distorted geometry (the ωB97M-V functional and the def2-TZVPD basis, the Open Molecules 2025 dataset).

Summary:
Energy above the lowest of the compared OMol25 structures with the same formula, charge and spin, eV: 1.400
Lowest unoccupied orbital energy, Ha: -0.1594
Charge: +1

Each line ends with the natural charge from an NBO analysis.
Positions of all 14 atoms, in Å:
1 Rb -5.3487 5.3893 5.8538  1.00
2 C 0.4075 -2.0552 -0.5791  -0.63
3 C 0.8814 -0.6291 -0.2318  0.07
4 C 0.9067 0.4751 -1.2305  -0.11
5 O -0.0489 1.4421 -0.7304  -0.47
6 C -0.5760 1.0880 0.3985  0.98
7 O -1.3441 1.8018 1.0117  -0.60
8 O -0.0867 -0.1784 0.7152  -0.50
9 H -0.5206 -2.0342 -1.1502  0.21
10 H 0.2474 -2.7051 0.2812  0.24
11 H 1.1275 -2.6577 -1.1329  0.22
12 H 1.8450 -0.7431 0.2647  0.18
13 H 0.5474 0.0660 -2.1748  0.20
14 H 1.9619 0.7406 -1.2955  0.21

Atoms 1-2, force components in eV/Å:
Rb 0.029 -0.027 -0.039
C 0.216 -0.136 -0.817

# 2
# C4H5NO

C4H5NO as an isolated structure at a distorted geometry (the ωB97M-V functional and the def2-TZVPD basis, the Open Molecules 2025 dataset).

Summary:
Energy above the lowest of the compared OMol25 structures with the same formula, charge and spin, eV: 5.351
Lowest unoccupied orbital energy, Ha: 0.0017
Charge: 0

Each line ends with the natural charge from an NBO analysis.
Positions of all 11 atoms, in Å:
1 C 2.4450 -0.6691 0.3317  -0.32
2 C 1.3479 -0.3908 0.0008  0.11
3 C -0.5420 1.3673 -0.9360  0.51
4 C -1.1663 -0.5820 0.6701  -0.41
5 N -0.4008 0.1650 -0.3311  -0.35
6 O -1.6380 1.8821 -1.1322  -0.57
7 H 3.4599 -1.0068 0.1851  0.25
8 H 0.3339 1.6346 -1.3875  0.13
9 H -1.1877 0.0089 1.4964  0.21
10 H -2.0918 -1.0076 0.2362  0.22
11 H -0.5600 -1.4016 0.8663  0.22

Atoms 1-2, force components in eV/Å:
C 2.775 -0.937 -0.411
C -7.393 3.154 -1.740

# 3
# C20H49N6O9P2S

C20H49N6O9P2S as an isolated structure at a distorted geometry (the ωB97M-V functional and the def2-TZVPD basis, the Open Molecules 2025 dataset).

Summary:
Lowest unoccupied orbital energy, Ha: 0.0069
Charge: -1

Each line ends with the Löwdin charge.
Positions of all 87 atoms, in Å:
1 C -3.7387 -2.0245 -5.5043  -0.13
2 O -2.2946 -2.0898 -5.5612  -0.24
3 C -1.7089 -2.5408 -4.3196  -0.22
4 C -0.4708 -1.5756 -3.8610  -0.15
5 C -0.8009 -0.0345 -4.1701  -0.18
6 C -0.4226 0.9674 -2.9416  -0.11
7 C -1.2977 0.4847 -1.6861  -0.31
8 O -0.3675 -0.2031 -0.7686  -0.21
9 S -1.4808 -0.6886 0.4269  0.81
10 O -0.6600 -1.1789 1.5823  -0.31
11 O -2.5578 -1.6451 -0.0418  -0.29
12 O -2.1836 0.8573 0.5501  -0.23
13 C -2.0330 1.5621 -0.7465  -0.16
14 C -3.4523 1.7777 -1.5208  -0.54
15 O -3.3970 2.4898 -2.5887  -0.08
16 O -4.5958 1.1802 -1.0210  -0.17
17 H -4.2367 -2.9710 -5.9507  0.09
18 H -4.0574 -1.0964 -6.1228  0.10
19 H -4.1579 -1.8361 -4.4440  0.10
20 H -1.2444 -3.5972 -4.4192  0.12
21 H -2.4276 -2.5888 -3.4317  0.12
22 H 0.4654 -1.8795 -4.4550  0.10
23 H -0.3007 -1.8171 -2.7530  0.11
24 H -1.9033 0.1709 -4.4354  0.12
25 H -0.1593 0.2974 -5.0563  0.11
26 H 0.6916 0.8735 -2.6755  0.11
27 H -0.5963 2.0740 -3.2293  0.13
28 H -2.1646 -0.1246 -2.1244  0.15
29 H -1.4946 2.5664 -0.5775  0.17
30 O 3.2436 -2.8676 -3.8376  -0.29
31 P 4.4528 -3.4676 -3.0953  0.80
32 N 3.4848 -4.1512 -1.8449  -0.32
33 C 3.8067 -4.2748 -0.4361  -0.14
34 C 2.8197 -5.3845 -2.2699  -0.15
35 N 5.0197 -1.8684 -2.6425  -0.33
36 C 4.6280 -1.2419 -1.3810  -0.14
37 C 4.8021 -0.8428 -3.6813  -0.16
38 N 5.8910 -4.1892 -2.3186  -0.31
39 C 6.9064 -3.5079 -1.5283  -0.14
40 C 6.5917 -4.9803 -3.3533  -0.16
41 H 4.5479 -5.0584 -0.2346  0.08
42 H 2.9087 -4.5178 0.1416  0.09
43 H 4.1667 -3.3486 0.0022  0.05
44 H 3.5347 -6.2187 -2.3204  0.07
45 H 2.3663 -5.2697 -3.2533  0.07
46 H 2.0122 -5.6622 -1.5823  0.08
47 H 3.5492 -1.3093 -1.2022  0.09
48 H 4.9065 -0.1828 -1.3581  0.08
49 H 5.1634 -1.6594 -0.5306  0.05
50 H 3.7665 -0.4720 -3.6704  0.08
51 H 5.0079 -1.2356 -4.6805  0.07
52 H 5.4613 0.0154 -3.5300  0.08
53 H 7.3551 -2.6537 -2.0431  0.09
54 H 7.7225 -4.1967 -1.2795  0.09
55 H 6.5194 -3.2011 -0.5579  0.06
56 H 7.0645 -4.3251 -4.0941  0.08
57 H 5.8834 -5.6310 -3.8771  0.07
58 H 7.3530 -5.6334 -2.9168  0.08
59 O -2.5076 5.7365 3.7757  -0.30
60 P -2.7937 4.2725 4.1621  0.81
61 N -4.3984 4.6107 4.6920  -0.33
62 C -5.1140 4.0123 5.8020  -0.15
63 C -5.3329 4.7569 3.5730  -0.14
64 N -1.6574 4.3623 5.5011  -0.33
65 C -2.0822 4.7413 6.8459  -0.15
66 C -0.4635 5.1803 5.2153  -0.17
67 N -3.0806 2.5503 4.5308  -0.30
68 C -2.5769 1.7923 5.6667  -0.14
69 C -2.7554 1.7839 3.3059  -0.15
70 H -5.4420 2.9862 5.5952  0.08
71 H -6.0074 4.5990 6.0422  0.08
72 H -4.5406 4.0040 6.7248  0.05
73 H -5.5698 3.7798 3.1294  0.08
74 H -4.9163 5.3892 2.7908  0.07
75 H -6.2704 5.2284 3.8921  0.08
76 H -2.7135 5.6373 6.8440  0.09
77 H -1.2223 4.9378 7.4957  0.08
78 H -2.6015 3.9327 7.3564  0.04
79 H -0.6741 6.2542 5.3302  0.08
80 H -0.1008 5.0161 4.1975  0.07
81 H 0.3557 4.9303 5.8941  0.07
82 H -1.4906 1.8504 5.7789  0.09
83 H -2.8314 0.7314 5.5603  0.09
84 H -3.0671 2.0865 6.5940  0.06
85 H -1.6754 1.7785 3.1231  0.08
86 H -3.2456 2.2332 2.4361  0.08
87 H -3.1124 0.7524 3.3673  0.09

Atoms 1-2, force components in eV/Å:
C -0.951 0.729 -0.373
O -0.977 -0.521 1.625

# 4
# C33H65Br14N6OS2

A 8-piece molecular cluster, C33H65Br14N6OS2 overall at a distorted geometry (the ωB97M-V functional and the def2-TZVPD basis, the Open Molecules 2025 dataset).

Summary:
Lowest unoccupied orbital energy, Ha: -0.0742
Charge: +1

Each line ends with the Löwdin charge.
Positions of all 121 atoms, in Å:
1 C 5.5531 2.4608 1.7460  -0.10
2 C 4.6195 1.6461 0.8427  -0.25
3 C 3.9103 2.4746 -0.2468  -0.18
4 C 2.4713 2.8861 0.0964  -0.17
5 C 1.3995 2.2206 -0.7727  -0.14
6 N 0.9916 0.9036 -0.3101  -0.01
7 C 1.6431 -0.2572 -0.9439  -0.14
8 C 1.2796 -0.4074 -2.4326  -0.20
9 C 2.4759 -0.2648 -3.3875  -0.51
10 S 2.6720 -1.5981 -4.5874  0.94
11 C 2.9744 -2.9592 -3.4698  -1.05
12 S 3.7946 -2.7357 -2.0920  0.75
13 N 2.4517 -4.2127 -3.8261  -0.24
14 C 2.8849 -4.7272 -5.1374  -0.23
15 C 2.2632 -4.1254 -6.4012  -0.14
16 C 1.0065 -4.3177 -3.5742  -0.26
17 C 0.6938 -4.5152 -2.0997  -0.08
18 C 0.1052 0.7162 0.6603  -0.25
19 N -0.2825 -0.5130 1.0978  0.19
20 C -1.1332 -0.2661 2.0684  -0.12
21 N -1.3011 1.0185 2.2853  0.15
22 N -0.5123 1.6924 1.3859  0.04
23 C -0.5570 3.1457 1.4755  -0.04
24 C -1.9570 3.7149 1.2148  -0.48
25 O -2.6652 3.7990 2.1765  0.11
26 N -2.2998 4.1818 -0.0406  -0.11
27 C -2.3067 3.1069 -1.0903  -0.03
28 C -3.6237 4.8243 0.0254  -0.05
29 H 5.0605 2.7584 2.6713  0.07
30 H 6.4460 1.9018 2.0125  0.07
31 H 5.8690 3.3775 1.2504  0.07
32 H 5.2009 0.8656 0.3529  0.10
33 H 3.8660 1.1408 1.4497  0.10
34 H 3.8955 1.8702 -1.1551  0.09
35 H 4.5014 3.3609 -0.4682  0.09
36 H 2.2438 2.6516 1.1394  0.11
37 H 2.3231 3.9568 -0.0393  0.06
38 H 1.7894 2.1013 -1.7808  0.12
39 H 0.5315 2.8664 -0.8602  0.09
40 H 2.7186 -0.1200 -0.8294  0.10
41 H 1.3893 -1.1496 -0.3884  0.10
42 H 0.7904 -1.3675 -2.5799  0.09
43 H 0.5459 0.3560 -2.6875  0.11
44 H 3.4102 -0.1793 -2.8385  0.03
45 H 2.3875 0.6240 -4.0117  0.07
46 H 3.9703 -4.6395 -5.1688  0.12
47 H 2.6745 -5.7961 -5.1072  0.12
48 H 2.8992 -3.3489 -6.8262  0.05
49 H 1.2968 -3.6671 -6.2125  0.02
50 H 2.1374 -4.8847 -7.1692  0.07
51 H 0.6611 -5.1865 -4.1311  0.06
52 H 0.4675 -3.4497 -3.9703  0.10
53 H 0.6395 -3.5691 -1.5581  0.05
54 H -0.2735 -5.0050 -1.9933  0.07
55 H 1.4480 -5.1510 -1.6415  0.08
56 H -1.6378 -1.0293 2.6500  0.04
57 H -1.9055 1.4805 2.9497  0.18
58 H 0.2383 3.6204 0.9204  0.04
59 H -0.3989 3.3752 2.5288  0.14
60 H -2.3323 2.1064 -0.6625  0.09
61 H -3.2036 3.2351 -1.6863  0.06
62 H -1.4528 3.2249 -1.7487  0.02
63 H -3.8170 5.2833 -0.9421  0.09
64 H -4.4174 4.1066 0.2306  0.10
65 H -3.6235 5.6049 0.7773  0.10
66 Br -1.1139 -5.8658 -6.2523  0.67
67 C -2.4006 -5.1928 -7.5480  -0.68
68 C -1.7673 -4.9189 -8.8847  -0.69
69 Br -0.7009 -3.2936 -8.8596  0.62
70 H -2.8396 -4.3012 -7.1136  0.05
71 H -3.1578 -5.9679 -7.6373  0.06
72 H -2.5347 -4.7577 -9.6378  0.06
73 H -1.1085 -5.7209 -9.2000  0.05
74 Br -1.8072 -3.0513 4.1478  0.70
75 C -0.4215 -4.2484 3.4692  -0.69
76 C -0.5123 -4.4153 1.9800  -0.75
77 Br -1.9872 -5.5835 1.4860  0.63
78 H -0.5292 -5.1828 4.0082  0.04
79 H 0.5197 -3.7755 3.7349  0.01
80 H 0.3865 -4.8857 1.5954  -0.01
81 H -0.6705 -3.4738 1.4616  0.03
82 Br -3.7500 -0.6718 9.9300  0.61
83 C -3.9254 -2.1466 8.6822  -0.69
84 C -3.0533 -1.9621 7.4702  -0.69
85 Br -3.7657 -0.6263 6.2411  0.59
86 H -4.9789 -2.2242 8.4327  0.04
87 H -3.6097 -3.0361 9.2222  0.06
88 H -2.9929 -2.8824 6.8953  0.02
89 H -2.0554 -1.6283 7.7337  0.05
90 Br 0.7463 6.3979 0.5183  0.68
91 C 2.2967 7.1926 1.3906  -0.67
92 C 3.1170 7.9960 0.4192  -0.69
93 Br 4.1285 6.8398 -0.7729  0.62
94 H 2.8653 6.3739 1.8191  0.05
95 H 1.9005 7.8197 2.1852  0.06
96 H 3.8507 8.5957 0.9518  0.06
97 H 2.5063 8.6363 -0.2080  0.05
98 Br 2.8593 -3.6597 2.0229  0.67
99 C 3.6628 -4.5465 3.5589  -0.66
100 C 3.8698 -6.0103 3.2797  -0.68
101 Br 2.1837 -6.9789 3.3181  0.66
102 H 2.9983 -4.3804 4.4008  0.05
103 H 4.6098 -4.0434 3.7376  0.06
104 H 4.4961 -6.4596 4.0464  0.06
105 H 4.3051 -6.1842 2.3014  0.05
106 Br -5.4221 2.9579 8.1645  0.60
107 C -6.5915 2.1086 6.8681  -0.71
108 C -7.8569 1.5852 7.4922  -0.69
109 Br -7.5422 -0.0313 8.5221  0.61
110 H -6.0128 1.3152 6.4073  -0.01
111 H -6.8246 2.8739 6.1312  0.06
112 H -8.5706 1.3108 6.7191  0.06
113 H -8.3108 2.2999 8.1704  0.05
114 Br -0.3594 3.6499 -4.4503  0.62
115 C -1.5350 4.8573 -5.4263  -0.67
116 C -2.8133 5.0981 -4.6692  -0.69
117 Br -4.0004 3.5612 -4.7202  0.63
118 H -1.6968 4.4032 -6.3978  0.06
119 H -0.9824 5.7863 -5.5412  0.06
120 H -3.3645 5.9227 -5.1144  0.06
121 H -2.6277 5.3085 -3.6207  0.04

Atoms 1-2, force components in eV/Å:
C -0.247 0.106 0.081
C 0.161 0.143 -0.163

Calculated HOMO-LUMO gap (eV), listed in the same order as above: 8.245 10.203 5.189 8.218